Molecular formula: C5H9N3O2
Method: DFT, wB97M-V/def2-TZVPD

Element x y z (Å)
N -0.726 2.585 -1.077
C -1.478 1.570 -0.633
O -2.097 1.099 -1.631
C -1.115 0.769 0.587
C 0.351 0.319 0.635
C 0.593 -0.792 1.682
O 0.801 -1.966 0.885
C 0.933 -1.542 -0.388
N 1.192 -2.522 -1.281
N 0.754 -0.295 -0.627
H -0.211 3.092 -0.368
H -1.132 2.464 -2.194
H -1.771 -0.111 0.603
H -1.328 1.383 1.477
H 0.990 1.188 0.850
H 1.495 -0.615 2.283
H -0.260 -0.970 2.347
H 1.540 -3.406 -0.936
H 1.469 -2.249 -2.212

- electronic energy (a.u.) = -510.63939
- orbital gap (eV) = 9.74
- net charge = 0
- LUMO energy (eV) = 0.77
- SMILES = NC(=O)C[C@H]1COC(N)=N1
- E_HOMO (eV) = -8.969
- ΔE to the lowest compared entry with this formula, charge and spin (kcal/mol) = 31.73
- multiplicity = 1